Record 1
Computed, not measured: C53H55N4O2P2Pt as an isolated structure at a distorted geometry, with ωB97M-V/def2-TZVPD.

Charge: +1
Gap between HOMO and LUMO (alpha / beta) in Eh: 0.2930 / 0.2735
Multiplicity: 3

The geometry in XYZ format:
```
117
Properties=species:S:1:pos:R:3:forces:R:3
C -2.6383 -1.8074 -2.3936 4.21 -1.92 1.14
C 3.2898 6.3793 -1.7680 1.00 0.35 0.52
H 2.0854 2.0497 -5.9864 -0.40 0.35 0.26
C 2.9947 0.0272 -3.3046 -1.48 2.02 -1.42
C 1.5701 2.4973 -3.8522 1.22 0.02 -2.02
C -2.7860 -3.5149 3.7126 -1.56 1.48 2.66
H -2.8033 -6.4255 2.1526 0.24 0.24 0.09
C 2.7578 5.2170 -1.2617 0.76 -0.07 -0.50
H 1.1456 3.4238 -4.2368 -0.39 0.16 1.10
C 0.1089 -1.1250 -1.5846 -0.48 -2.15 -0.15
C -2.3358 -3.1548 -3.0678 2.83 1.03 0.41
C -1.1960 -2.6687 1.5655 0.17 -0.41 0.49
H 0.2975 -0.2689 -3.5328 -0.45 -0.55 0.02
H 2.8690 -7.3290 3.0422 0.22 0.88 0.18
C 1.2855 -4.3558 2.8974 -1.94 -0.22 -0.11
H 3.4534 4.6045 -0.7517 0.26 -0.94 0.63
C -1.0828 3.3908 1.6632 -0.60 -2.13 0.09
H 4.7332 -5.7146 2.1662 -0.99 -0.30 0.12
H -0.4781 -2.6123 -4.7809 0.40 1.05 -0.09
C -0.3563 -3.5717 -1.5796 -0.87 -1.63 -0.80
H -3.4925 -3.9425 4.5207 1.32 1.20 -1.08
H -6.8286 2.8978 -0.8986 -0.45 0.83 0.59
N 2.2315 -3.5526 2.4354 0.20 1.37 -1.29
C 5.9737 -1.3834 1.6253 0.37 1.98 0.50
P -1.4117 2.1704 0.3448 0.98 2.25 -0.01
C -0.8386 5.6018 2.5349 -0.52 -0.73 1.67
C -2.4396 -1.1974 4.8708 -0.39 -0.70 -0.38
C -2.2252 -2.2107 3.7491 0.35 -1.08 0.34
P 1.2650 3.0438 -1.0933 -0.04 -0.59 0.96
H 7.1819 0.4402 1.5693 0.03 -0.16 -0.02
C 2.4192 7.2226 -2.3944 -0.41 1.89 -1.70
H -2.5235 -3.0923 -4.0748 -0.90 0.28 -2.63
C -0.8320 -3.5613 -3.0173 -0.15 1.00 -0.47
C -3.7816 3.4877 0.5641 -1.22 1.36 0.80
H -3.2688 4.2284 1.2052 -0.29 -0.86 -0.35
C -0.9000 4.7514 1.4698 0.96 -0.66 -1.67
H 1.1405 -1.3826 -1.4832 1.20 -0.03 0.02
C -5.1143 1.8112 -1.1770 -0.67 1.74 0.75
H -1.2924 1.7200 3.0476 -0.31 0.35 -0.07
C -3.1345 2.4392 -0.0343 0.89 0.16 0.45
C 1.8670 2.1194 -2.5298 -0.27 -0.92 -0.59
C 5.0917 0.8445 1.4375 -1.13 0.85 -0.40
H 2.7202 8.2400 -2.7246 0.00 -0.92 0.12
C 4.6601 -1.8317 1.6098 -0.47 -2.55 -0.69
H 0.6860 -6.1926 3.6137 -1.07 -1.08 0.51
H -0.7370 6.6495 2.3355 0.23 0.40 0.40
C 0.6397 5.6055 -2.3189 1.20 -0.60 0.21
C 2.5119 0.8888 -2.3072 -0.41 -1.38 2.97
C 1.1293 6.7998 -2.7601 -0.55 1.37 -0.79
H -5.5912 1.1817 -1.8965 -0.46 -0.19 -0.26
C -0.0807 -2.4795 -3.7649 -0.59 0.88 0.36
H -2.3298 -0.9773 -0.4450 -0.21 0.63 0.81
H -2.0820 -0.6759 -4.0430 -0.86 0.32 -2.42
C 1.5003 -5.6700 3.2287 0.77 0.75 -0.45
C -0.2895 -1.0790 -3.0489 -1.15 0.07 -0.52
C -3.3655 -5.5792 2.5637 0.29 -1.95 0.52
H 4.3951 6.5474 -1.6730 -1.37 0.27 0.09
H 0.6711 -3.8312 -1.6170 1.31 -0.01 0.48
C -0.6529 -2.2899 -0.8847 -2.47 2.08 0.89
H 0.2033 -4.0145 2.8520 1.78 0.01 0.55
H 3.4651 -0.0600 -5.3216 -1.05 0.49 -0.40
C 6.1871 0.0163 1.5289 -0.05 -1.88 0.40
C -1.8560 -3.9019 1.6015 1.12 -0.83 -3.41
H -0.8824 -4.4277 -1.1967 -0.17 -0.33 1.05
H 5.2149 1.9336 1.3843 -0.16 -0.56 0.02
C -1.2134 3.6579 3.9849 0.40 0.94 0.01
H -0.6168 -4.5299 -3.5728 -0.54 0.86 1.02
H -3.2180 -1.4566 5.5632 -0.63 -0.57 0.09
H 0.4694 7.3663 -3.4922 1.13 -0.32 1.29
C -1.2684 2.8062 2.9348 0.79 0.21 -1.91
H -4.1774 -5.4783 1.9171 -1.50 0.28 -1.30
H -1.6012 -1.0494 5.5204 0.93 0.05 0.00
H 6.7933 -2.0676 1.8308 -0.12 0.14 -0.23
H -0.0937 -0.2252 -1.0612 -0.16 0.89 0.35
N -0.2986 -2.2697 0.5451 1.17 -0.51 0.22
N 3.6158 -1.0768 1.3510 -0.76 1.99 0.01
C 3.6898 -5.4146 2.3993 1.80 0.57 -0.18
H -2.7736 -2.7603 -0.3772 0.38 1.29 -0.78
H -1.7550 -4.6429 0.7587 0.05 1.07 0.75
C -5.1612 3.7034 0.3702 1.44 -2.31 -1.97
H -0.6407 5.1014 0.4442 -0.57 -0.06 0.84
H 5.4088 -3.5391 1.8985 0.98 -1.70 0.36
H -2.8346 -3.9780 -2.7319 -2.04 -1.91 1.42
C -0.5720 2.8523 -1.1120 1.81 2.79 3.43
H -5.6173 4.4467 0.9051 -1.27 1.82 1.01
C -5.8083 2.8904 -0.5554 0.50 -1.57 -0.56
H -2.0001 0.2148 -2.6461 -0.26 2.41 1.23
H -1.0256 5.6290 4.7636 0.22 -0.47 -1.32
H -1.2560 3.2575 4.9432 -0.23 -0.43 1.73
H -0.8702 -0.8926 2.7753 -0.12 -0.69 -0.37
C -2.6310 -4.3107 2.6256 -0.19 -0.56 0.82
H 3.3621 -0.9853 -3.2004 0.30 0.25 0.61
C 1.4838 4.7943 -1.5495 -0.23 -0.80 0.47
C 3.8166 0.2973 1.3187 -0.69 -1.25 -0.51
H 2.8783 0.8499 1.0760 1.12 0.00 0.43
H -3.8283 -5.9468 3.4876 0.46 0.43 0.13
H -2.7425 -0.2458 4.4750 0.06 0.53 -0.39
H -3.3733 0.8438 -1.4414 1.47 -1.77 -0.72
C -1.8259 -0.7099 -3.0453 1.96 -2.79 -0.36
C -2.2308 -1.9215 -0.9238 1.34 -2.28 -0.51
H -3.6233 -1.6759 -2.4261 -4.21 0.98 -0.40
H -0.8036 2.1904 -1.7976 -1.21 -3.15 -3.98
O 1.9991 2.5598 0.1378 -0.86 0.78 -1.02
C 2.7371 -6.2338 2.9520 -0.12 -0.71 -0.32
N 4.4952 -3.2758 1.6634 -0.97 2.68 0.02
C 2.8288 0.5026 -4.6170 -0.02 1.83 -0.10
C -1.0033 5.0156 3.8182 -0.28 1.74 0.54
H -0.9649 3.8338 -1.3435 -0.38 0.04 -0.15
C -1.3455 -1.8903 2.7094 -0.15 1.81 0.34
C -3.7999 1.6058 -0.9036 -1.00 0.80 0.34
H 2.5167 0.4726 -1.1984 0.25 1.25 -2.31
H 0.9676 -2.6979 -3.7631 0.83 -0.15 -0.18
C 3.4373 -4.0420 2.1803 0.25 -0.92 0.64
O -1.0269 0.7776 0.6035 0.05 -0.97 0.45
Pt 1.5872 -1.7883 0.9532 0.36 0.16 0.78
H -0.2954 5.3047 -2.6972 -1.08 -0.58 -0.12
C 2.0912 1.7820 -4.9366 2.21 -3.91 1.85
```
Forces are in eV/Å.

Record 2
Computed, not measured: C53H57Cl5GeO3SeTc as an isolated structure at a distorted geometry, with ωB97M-V/def2-TZVPD.

Charge: -2
Gap between HOMO and LUMO (alpha / beta) in Eh: 0.1826 / 0.1902
Multiplicity: 2

The geometry in XYZ format:
```
121
Properties=species:S:1:pos:R:3:forces:R:3
C -4.8092 -0.5744 -0.0355 -0.04 0.04 -0.02
H 2.5502 -0.1037 4.3453 0.10 0.06 0.10
C 2.8408 1.2453 -4.2601 -0.34 -0.22 0.06
C 1.1019 -3.9957 -6.1421 0.04 -0.16 0.01
Cl 3.2927 0.0465 -0.1238 0.11 0.27 0.12
H -7.3125 -1.5571 -0.8343 0.03 -0.13 -0.09
C -1.7545 0.5667 -4.4608 0.43 0.25 0.33
Cl 4.9746 -5.0142 0.5998 0.13 -0.06 -0.03
C -3.5958 4.2682 0.6718 0.03 -0.11 -0.14
H -1.3828 4.5961 -0.8025 -0.05 0.19 -0.05
H -5.2481 -3.5438 3.8311 -0.10 0.05 -0.11
H -5.6337 2.6462 -0.3398 -0.06 0.13 -0.02
C 1.7406 -0.7101 3.9382 -0.03 0.04 -0.08
C -2.3170 1.6715 -5.0923 0.41 -0.06 -0.09
H -5.1812 -4.7015 5.1616 -0.05 -0.03 0.09
C 0.5143 -1.6812 -6.3579 -0.09 0.22 -0.09
C -3.9887 -0.2439 -4.0085 -0.37 0.01 -0.07
H -7.2854 0.8823 2.0111 0.03 -0.03 0.11
C -3.6882 1.8077 -5.2049 -0.37 0.09 -0.14
H 1.2482 0.4112 6.3152 0.05 0.05 0.00
C 0.8830 -2.6151 -4.1962 -0.03 0.14 0.33
H 4.4671 3.8822 -5.6062 0.05 0.04 -0.01
C 1.1459 -3.8471 -4.7654 0.05 -0.24 -0.06
C -2.6518 -4.2466 5.9771 -0.15 0.09 -0.04
H -7.2437 0.5756 -2.2694 0.03 -0.07 -0.14
H -4.0975 -4.8858 3.7824 0.00 -0.11 -0.13
C 1.3162 2.6746 -5.4149 -0.33 -0.18 0.03
H 0.2579 -0.8343 -6.9837 -0.01 0.03 -0.12
C -1.6123 -1.7419 4.6573 -0.17 -0.14 -0.03
C -1.6315 3.5467 -0.6355 -0.08 -0.03 0.13
C 0.3835 -0.1958 4.4394 0.18 0.15 0.07
H -7.3942 2.3272 1.0137 0.06 0.13 0.01
C 2.3578 3.5174 -5.7509 0.32 0.24 -0.14
H 1.0607 2.3779 -0.5120 -0.12 -0.31 0.09
C -0.8638 -1.1351 2.4331 -1.04 -0.81 0.52
H 4.8918 1.8439 -4.2734 0.04 -0.02 0.06
C 2.4383 -4.3345 -0.1228 0.90 -0.19 0.13
H 2.1656 4.4063 -6.3390 -0.01 0.05 0.00
C 0.4214 -0.2117 5.9725 -0.07 -0.04 -0.24
C -4.2585 -2.3043 6.0616 0.06 -0.18 -0.08
C 0.1768 1.2631 4.0078 0.04 -0.07 -0.07
H 1.3083 -4.9579 -6.5949 0.01 -0.03 -0.01
H -7.3280 -1.4153 0.9257 0.04 -0.12 0.10
H 0.3148 2.9208 -5.7389 -0.04 0.06 -0.05
Ge 0.1685 0.2238 -4.0530 -0.04 -0.69 -0.26
C -7.6888 1.2833 1.0836 -0.01 -0.13 -0.15
H -8.7603 -0.9750 -0.0086 -0.08 0.04 0.00
C -3.7490 3.9598 -1.8144 0.01 -0.05 0.16
C 2.9313 -1.6442 -0.0847 -0.88 0.16 -0.23
C 1.5832 -2.0154 -0.3309 0.94 -0.84 0.49
C 0.3564 -0.1719 -2.2003 -0.68 -0.40 3.42
Cl 5.5693 -1.9448 0.4805 0.18 0.04 0.07
H 0.7529 -3.0202 -8.0151 -0.01 0.01 -0.04
C -4.5317 0.8469 -4.6731 0.02 0.00 0.03
H -2.1087 -4.9107 5.3070 0.09 -0.09 0.00
H 1.3789 -4.6937 -4.1342 0.04 -0.06 0.07
H -3.2878 5.3017 0.5145 0.04 0.16 -0.01
O 1.2250 2.4941 0.4319 0.30 0.49 0.22
H 0.9789 1.8944 4.3917 0.08 0.06 0.08
H -1.4918 -1.6777 5.7275 0.05 0.05 0.15
C -4.5815 -4.1592 4.4301 0.17 0.17 0.13
C -5.6335 0.5363 -0.1269 -0.17 -0.01 -0.03
Tc 0.0651 -0.5425 -0.3934 -0.21 -0.02 -5.48
C 0.5539 -1.5181 -4.9808 0.02 0.69 0.22
C -2.6491 -2.5413 4.1699 -0.13 -0.10 -0.01
H 0.5791 -1.2180 6.3568 -0.01 -0.13 0.09
C 3.7281 -3.8958 0.1945 -0.54 0.51 -0.15
C 1.5348 1.5244 -4.6676 -0.30 -0.22 0.10
H -3.5797 -3.2010 2.3344 -0.05 0.02 0.08
Cl -0.1254 -4.0744 -0.7850 -0.04 -0.31 -0.11
H -0.7767 1.6349 4.3864 -0.04 0.04 0.03
H -3.3858 4.9736 -1.9827 0.04 0.15 -0.04
H 0.8413 1.7050 0.8377 -0.08 -0.08 -0.22
H -3.5480 -1.7034 6.6238 0.07 0.09 0.05
H -1.1319 3.2202 0.2695 0.12 -0.04 -0.07
H -5.6042 0.9518 -4.7674 -0.07 0.03 0.04
H -4.6409 -0.9858 -3.5673 -0.01 -0.04 0.07
H -1.2516 2.9613 -1.4685 0.13 -0.09 -0.03
C -0.7337 -1.0514 3.8555 0.25 0.18 -0.11
H 3.0197 0.3586 -3.6656 0.09 -0.05 0.11
H -3.4505 3.3395 -2.6565 0.02 -0.07 -0.12
H 1.8864 -1.7467 4.2458 0.04 -0.06 0.05
O -0.0461 -0.5592 1.6412 0.74 0.52 0.44
C -3.1466 3.4006 -0.5155 0.06 0.22 -0.06
Se -2.3343 -1.9980 0.0591 0.40 0.84 0.25
C 1.4311 -3.4263 -0.3790 -0.26 1.09 -0.02
C -7.1551 0.4792 -0.1124 -0.08 -0.02 0.01
H -4.8355 3.9876 -1.7817 -0.17 0.01 -0.04
Cl 2.1592 -6.0362 -0.2129 -0.08 -0.29 0.03
C -3.6347 1.9647 -0.3158 0.00 0.11 -0.05
H -1.6797 2.4377 -5.5127 0.00 0.07 -0.01
C 3.8857 2.0812 -4.5927 0.28 0.10 -0.09
H -0.4992 0.1917 6.3919 -0.11 0.01 0.11
C -7.6693 -0.9578 0.0000 0.08 0.22 0.00
H -3.1372 3.9110 1.5912 0.05 -0.06 0.11
C -1.9497 -1.9144 1.9598 -0.02 0.09 -0.44
H -4.8706 -1.6322 5.4626 -0.06 0.08 -0.03
C -2.7752 0.8304 -0.1977 0.09 -0.52 0.04
H -5.1973 -1.5806 0.0631 -0.10 0.02 0.02
C -7.6924 1.0830 -1.4189 -0.03 -0.09 0.17
H 0.9210 -2.4815 -3.1213 -0.01 -0.07 0.10
H -4.6754 4.2481 0.8025 -0.16 0.01 0.02
C 3.6505 3.2233 -5.3432 -0.09 0.07 -0.05
H -1.9273 -3.6922 6.5683 0.11 0.04 0.05
H 0.1721 1.3463 2.9263 -0.06 0.03 -0.07
C -3.4394 -0.4199 -0.0684 0.32 -0.41 0.05
C 3.9653 -2.5151 0.1792 0.28 -0.85 0.06
C 0.7882 -2.9072 -6.9378 -0.01 -0.04 -0.29
H -7.4451 2.1385 -1.4929 0.05 0.14 -0.04
H -4.1088 2.6697 -5.7106 0.02 0.03 0.01
H -2.1964 -1.2180 -3.3711 -0.04 -0.06 0.09
O -1.4975 0.9029 -0.1973 -0.14 0.85 0.30
C -2.6213 -0.3752 -3.9038 0.42 -0.13 0.00
C -3.5332 -3.3022 5.1453 -0.07 -0.08 0.12
H -3.2549 -4.8509 6.6561 -0.09 -0.07 0.10
C -2.8028 -2.6068 2.7975 0.02 -0.03 0.14
H -8.7771 0.9830 -1.4790 -0.16 0.00 0.00
H -4.9028 -2.8206 6.7744 -0.09 -0.09 0.09
C -5.0027 1.7708 -0.2643 0.07 -0.11 0.04
H -8.7781 1.2422 1.1302 -0.15 -0.01 -0.01
H 1.7920 -0.6629 2.8545 0.03 -0.03 -0.04
```
Forces are in eV/Å.